Entry 1:
DFT (the ωB97M-V functional and the def2-TZVPD basis) results for 2 unconnected molecules or ions with the total composition C4H7NO2.

Geometry as XYZ:
```
14
C4H7NO2 the ωB97M-V functional and the def2-TZVPD basis
C -2.293 -0.273 1.029
N -1.150 0.255 1.723
C -0.020 0.549 1.419
C 0.210 -0.555 -1.309
O 0.702 0.567 -1.788
C 1.832 1.124 -1.545
O 1.103 0.892 1.308
H -2.298 0.042 -0.019
H -2.284 -1.366 1.066
H -3.203 0.079 1.520
H -0.660 -0.906 -1.843
H 0.888 -1.217 -0.778
H 1.973 2.098 -1.988
H 2.533 0.645 -0.870
```

Calculated values
- LUMO level (alpha / beta): 0.8 / 0.5 eV
- Max |F|: 0.0187 Eh/bohr
- Relative energy (zero: lowest compared OMol25 entry of this formula, charge and spin): 107.7 kcal/mol
- E: -361.70928 hartree

Entry 2:
DFT (the ωB97M-V functional and the def2-TZVPD basis) results for a single CH5IOSi molecule.

Geometry as XYZ:
```
9
CH5IOSi the ωB97M-V functional and the def2-TZVPD basis
C 0.785 -0.798 0.054
O -0.420 -0.516 0.721
Si -1.371 0.808 0.641
I -2.766 0.771 2.688
H 0.939 0.143 -0.531
H 0.739 -1.829 -0.277
H 1.704 -0.765 0.710
H -2.338 1.144 -0.425
H -0.270 1.968 0.691
```

Calculated values
- LUMO level: 0.5 eV
- Max |F|: 0.0484 Eh/bohr
- Relative energy (zero: lowest compared OMol25 entry of this formula, charge and spin): 35.2 kcal/mol
- E: -703.54589 hartree
- SMILES string: CO[SiH2]I

Entry 3:
DFT (the ωB97M-V functional and the def2-TZVPD basis) results for a single C4H8O4 molecule.

Geometry as XYZ:
```
16
C4H8O4 the ωB97M-V functional and the def2-TZVPD basis
C -2.273 -0.122 -0.663
C -1.484 0.306 0.309
C 0.917 -0.774 0.318
C 0.163 0.586 -0.214
O 0.604 -1.154 1.642
O 2.247 -0.622 0.033
O 0.347 0.702 -1.553
O 0.716 1.602 0.485
H -3.402 -0.303 -0.464
H -1.982 -0.242 -1.719
H -1.712 0.318 1.395
H 0.446 -1.455 -0.338
H 1.253 -1.959 1.798
H 2.666 0.093 0.668
H 1.285 0.652 -1.779
H 0.209 2.372 0.080
```

Calculated values
- LUMO level: 0.6 eV
- Max |F|: 0.1220 Eh/bohr
- Relative energy (zero: lowest compared OMol25 entry of this formula, charge and spin): 88.2 kcal/mol
- E: -458.09265 hartree
- SMILES string: C=CC(O)(O)C(O)O

Entry 4:
DFT (the ωB97M-V functional and the def2-TZVPD basis) results for a single C3H7N3S molecule.

Geometry as XYZ:
```
14
C3H7N3S the ωB97M-V functional and the def2-TZVPD basis
C -0.812 0.500 -0.718
C 0.110 0.918 0.399
C 1.542 1.066 -0.041
H -2.203 -2.092 0.146
H -1.624 -0.943 1.142
H -0.845 1.179 -1.602
H 0.033 0.319 1.311
H -0.174 1.932 0.684
H 1.937 2.071 -0.214
H 0.690 -1.588 -0.008
N -1.498 -1.417 0.266
N -1.508 -0.553 -0.803
N 2.338 0.136 -0.332
S 2.014 -1.527 -0.232
```

Calculated values
- LUMO level: 0.8 eV
- Max |F|: 0.0240 Eh/bohr
- Relative energy (zero: lowest compared OMol25 entry of this formula, charge and spin): 59.8 kcal/mol
- E: -680.88690 hartree
- SMILES string: N/N=C\C/C=N\S